Record 1
{
  "formula": "C22H37ClN3O5V",
  "method": "the ωB97M-V functional and the def2-TZVPD basis",
  "elements": ["O", "C", "C", "C", "H", "C", "H", "C", "H", "C", "H", "C", "H", "H", "C", "C", "H", "H", "H", "C", "C", "H", "H", "H", "H", "V", "Cl", "C", "O", "N", "C", "C", "H", "H", "H", "H", "H", "H", "H", "H", "H", "C", "C", "N", "H", "C", "O", "H", "H", "H", "H", "H", "H", "C", "C", "N", "H", "C", "O", "H", "H", "H", "H", "C", "C", "O", "H", "H", "H"],
  "positions_angstrom": [[1.4011, -0.1916, -1.0413], [2.6055, 0.4487, -1.0206], [3.7300, -0.5981, -0.9987], [3.4573, -1.9397, -0.7251], [2.4157, -2.2435, -0.5553], [4.4980, -2.8707, -0.6651], [4.2497, -3.9037, -0.4217], [5.8096, -2.4611, -0.9095], [6.6209, -3.1875, -0.8583], [6.0788, -1.1250, -1.2297], [7.0985, -0.8018, -1.4374], [5.0389, -0.1942, -1.2813], [5.2126, 0.8610, -1.5168], [2.7323, 1.0346, -1.9539], [2.1257, 2.8930, -0.1713], [2.6380, 1.5358, 0.1665], [2.7415, 3.6655, 0.3237], [1.0950, 3.0531, 0.1673], [2.1691, 3.0718, -1.2574], [3.4358, 1.2846, 1.2191], [3.6090, 2.1568, 2.4188], [4.0536, 0.3846, 1.2320], [4.6852, 2.3218, 2.5985], [3.2215, 1.6741, 3.3304], [3.1298, 3.1404, 2.3231], [-0.0556, 0.1903, 0.2816], [0.2812, 1.3742, 2.1780], [-2.1330, -0.5452, 2.2810], [-1.9525, -0.1517, 1.0948], [-3.2691, -0.3653, 2.9606], [-4.4638, 0.2102, 2.3553], [-3.3354, -0.6351, 4.3893], [-1.3276, -1.0643, 2.8296], [-4.2746, 0.4404, 1.3072], [-4.7493, 1.1169, 2.9042], [-5.2940, -0.5017, 2.4454], [-2.3725, -1.0284, 4.7280], [-4.1234, -1.3656, 4.6097], [-3.5648, 0.2835, 4.9459], [0.8913, -4.0205, -3.8711], [-1.0812, -4.5667, -2.5750], [1.2443, -3.3581, -3.0687], [-0.7829, -3.8992, -1.7550], [0.1141, -2.8762, -2.2850], [1.7762, -2.5039, -3.5033], [-0.1502, -1.5700, -2.1812], [-0.9419, -1.0613, -1.3453], [-1.6630, -3.4307, -1.3106], [0.3974, -0.9533, -2.9171], [1.9372, -3.9257, -2.4316], [-0.2565, -4.5033, -1.0075], [-2.9274, 4.0989, -2.0589], [-2.2250, 3.2228, -4.5278], [-1.8363, 4.1344, -1.9353], [-1.2004, 3.1718, -4.1347], [-1.2071, 3.0532, -2.6847], [-1.5837, 4.0529, -0.8783], [-0.7741, 1.9453, -2.0743], [-0.7643, 1.8234, -0.8165], [-0.6918, 2.3010, -4.5613], [-0.4085, 1.1409, -2.7345], [-1.4805, 5.0882, -2.3403], [-0.6711, 4.0851, -4.4342], [1.8884, -1.4679, 2.0896], [0.6953, -1.5890, 1.2422], [0.0354, -2.5503, 0.9185], [2.6251, -0.8385, 1.5785], [2.3353, -2.4569, 2.2683], [1.6198, -0.9596, 3.0275]],
  "e_tot_ha": -2805.18439,
  "relative_energy_kj_mol": 0.0,
  "charge": 0,
  "multiplicity": 3,
  "homo_energy_ev": [-6.1, -6.0],
  "s_squared": 2.033
}

Record 2
{
  "formula": "C22H37ClN3O6Sc",
  "method": "the ωB97M-V functional and the def2-TZVPD basis",
  "elements": ["O", "C", "C", "C", "H", "C", "H", "C", "H", "C", "H", "C", "H", "H", "C", "C", "H", "H", "H", "C", "C", "H", "H", "H", "H", "Sc", "Cl", "C", "O", "N", "C", "C", "H", "H", "H", "H", "H", "H", "H", "H", "H", "C", "C", "N", "H", "C", "O", "H", "H", "H", "H", "H", "H", "C", "C", "N", "H", "C", "O", "H", "H", "H", "H", "C", "O", "C", "O", "H", "H", "H"],
  "positions_angstrom": [[-1.6694, -0.0665, -0.5470], [-1.5229, 0.6926, -1.6240], [-1.5256, -0.1277, -2.8945], [-1.1505, -1.4684, -2.8438], [-0.8640, -1.8935, -1.8809], [-1.2085, -2.2468, -3.9940], [-0.9108, -3.2934, -3.9254], [-1.6562, -1.6835, -5.1960], [-1.7023, -2.2999, -6.0998], [-2.0489, -0.3424, -5.2293], [-2.4062, 0.0964, -6.1552], [-1.9884, 0.4387, -4.0769], [-2.2893, 1.4867, -4.0744], [-2.3414, 1.4655, -1.6635], [-0.4522, 3.0832, -0.7851], [-0.0835, 1.7271, -1.3428], [-0.2009, 3.8710, -1.5133], [0.1143, 3.3458, 0.1278], [-1.5240, 3.1576, -0.5581], [0.8106, 1.6025, -2.3582], [1.7988, 2.6384, -2.8198], [0.8463, 0.6781, -2.9479], [1.6424, 2.8867, -3.8891], [2.8250, 2.2420, -2.7479], [1.7555, 3.5795, -2.2510], [0.5856, 0.6743, 0.5213], [2.5945, 1.9103, 0.2734], [2.9517, -0.5275, 2.1644], [1.7648, -0.1001, 2.2366], [3.8270, -0.5085, 3.1725], [3.4516, -0.1449, 4.5301], [5.2531, -0.7143, 2.9461], [3.3422, -0.9433, 1.2241], [2.3725, 0.0200, 4.5817], [3.9944, 0.7568, 4.8383], [3.7468, -0.9486, 5.2151], [5.4235, -0.9603, 1.8913], [5.6282, -1.5288, 3.5768], [5.8182, 0.1959, 3.2002], [-3.4138, -4.0853, 0.1260], [-1.5833, -4.8326, 1.4068], [-2.7810, -3.3142, -0.3384], [-0.9133, -4.0038, 1.1380], [-1.7192, -2.9239, 0.5788], [-3.3841, -2.4360, -0.5918], [-1.6282, -1.6649, 1.0438], [-0.5884, -1.1606, 1.5289], [-0.3742, -3.6531, 2.0202], [-2.5854, -1.1306, 0.9632], [-2.3476, -3.7385, -1.2560], [-0.2045, -4.3697, 0.3853], [-1.4761, 3.6809, 4.6062], [-3.9788, 2.7135, 4.2480], [-1.5591, 3.8579, 3.5251], [-3.7850, 2.8060, 3.1713], [-2.3493, 2.7967, 2.8999], [-0.5657, 3.8932, 3.0762], [-1.7968, 1.8457, 2.1606], [-0.5707, 1.8485, 1.8207], [-4.2520, 1.9698, 2.6424], [-2.4677, 1.0371, 1.8347], [-2.0808, 4.8108, 3.3836], [-4.2297, 3.7493, 2.8263], [2.5471, -2.2182, -2.4049], [1.7937, -1.1696, -1.7780], [1.4545, -1.3272, -0.4958], [1.6773, -2.3779, 0.0905], [1.9613, -3.1448, -2.3870], [3.5024, -2.3406, -1.8804], [2.6961, -1.8687, -3.4257]],
  "e_tot_ha": -2697.18081,
  "relative_energy_kj_mol": 290.8,
  "charge": 0,
  "multiplicity": 1,
  "homo_energy_ev": -6.8
}

Record 3
{
  "formula": "C22H37FeO3Si",
  "method": "the ωB97M-V functional and the def2-TZVPD basis",
  "elements": ["O", "C", "C", "H", "H", "C", "H", "H", "C", "H", "H", "H", "C", "H", "H", "H", "Fe", "C", "C", "C", "H", "C", "C", "H", "H", "H", "H", "C", "C", "C", "H", "C", "C", "H", "H", "H", "H", "O", "C", "C", "H", "H", "C", "H", "H", "C", "H", "H", "H", "H", "C", "Si", "C", "C", "O", "H", "H", "H", "H", "H", "H", "H", "H", "H"],
  "positions_angstrom": [[-0.5374, 0.3539, 0.1163], [-1.2268, 0.2890, 1.4615], [-2.5663, 0.7283, 0.9010], [-0.7730, 1.0278, 2.1294], [-1.2044, -0.7337, 1.8492], [-1.8059, 0.9574, -0.4265], [-3.0015, 1.6234, 1.3760], [-3.2995, -0.0898, 0.8414], [-1.6113, 2.4315, -0.7195], [-1.0628, 2.9190, 0.0950], [-2.5841, 2.9336, -0.8350], [-1.0633, 2.5645, -1.6580], [-2.3284, 0.1925, -1.6218], [-2.6064, -0.8298, -1.3469], [-1.5725, 0.1651, -2.4157], [-3.2155, 0.6953, -2.0322], [1.1542, -0.6465, -0.4929], [1.4449, -3.0074, -1.5344], [1.7798, -3.1567, -0.1544], [0.6561, -2.7856, 0.6325], [2.7471, -3.2411, 0.3311], [-0.4055, -2.4253, -0.2904], [0.1247, -2.5333, -1.6456], [-0.3956, -2.3162, -2.5942], [2.0744, -3.0518, -2.4206], [0.6116, -2.7913, 1.7363], [-1.4695, -2.3444, -0.0451], [3.3872, -0.1976, -1.6992], [2.1638, -0.0101, -2.7134], [1.2760, 0.9931, -2.2663], [1.9758, -0.6900, -3.5747], [1.8533, 1.5936, -1.0233], [3.0811, 0.9563, -0.7637], [3.7715, 1.1026, 0.0783], [4.4253, -0.0840, -2.1925], [0.3502, 1.3383, -2.7552], [1.4342, 2.4378, -0.4694], [-4.0874, 2.8746, 3.5378], [-5.2927, 3.0637, 2.7639], [-6.3453, 3.7778, 3.6353], [-5.6905, 2.0787, 2.4661], [-5.0492, 3.6124, 1.8421], [-5.9519, 3.2996, 5.0458], [-7.3802, 3.5443, 3.3516], [-6.1854, 4.8647, 3.5754], [-4.4157, 3.1952, 4.9156], [-6.3725, 2.2948, 5.2018], [-6.2934, 3.9641, 5.8512], [-3.9885, 2.4349, 5.5843], [-3.9828, 4.1700, 5.2020], [4.7208, -2.1332, -3.6160], [4.6419, -2.4548, -1.7943], [4.3974, -4.2834, -1.5717], [5.9594, -1.8459, -0.7187], [3.4092, -1.3933, -0.9119], [5.6266, -2.6848, -3.9128], [4.8707, -1.0845, -3.8946], [3.8813, -2.5313, -4.2044], [5.3614, -4.6313, -1.9837], [4.3207, -4.5367, -0.5043], [3.5600, -4.6931, -2.1548], [6.1286, -0.7714, -0.8102], [5.7482, -2.0992, 0.3260], [6.8279, -2.4000, -1.0787]],
  "e_tot_ha": -2639.21399,
  "relative_energy_kj_mol": 75.6,
  "charge": 0,
  "multiplicity": 6,
  "homo_energy_ev": [-4.7, -7.2],
  "s_squared": 8.774
}

Record 4
{
  "formula": "C22H37KNO15",
  "method": "the ωB97M-V functional and the def2-TZVPD basis",
  "elements": ["K", "C", "C", "C", "O", "C", "O", "O", "H", "H", "H", "H", "H", "H", "C", "C", "C", "O", "C", "O", "O", "H", "H", "H", "H", "H", "H", "C", "C", "C", "O", "C", "O", "O", "H", "H", "H", "H", "H", "H", "C", "O", "C", "O", "O", "C", "H", "H", "H", "H", "H", "H", "C", "O", "C", "O", "O", "C", "H", "H", "H", "H", "H", "H", "C", "C", "C", "C", "N", "H", "H", "H", "H", "H", "H", "H"],
  "positions_angstrom": [[-0.9676, -0.7049, -0.1979], [5.3374, -3.3789, -0.1429], [3.9414, -4.0489, -0.1759], [3.5064, -4.5779, 1.2241], [2.3054, -3.8709, 1.3751], [2.0484, -3.0979, 0.4621], [1.0624, -2.3509, 0.4091], [2.9524, -3.1169, -0.4439], [5.5634, -2.8529, -1.0719], [6.1544, -4.0989, 0.0171], [5.4924, -2.6399, 0.6691], [3.9754, -4.8369, -0.8779], [4.2734, -4.3789, 1.9991], [3.3874, -5.6409, 1.0981], [0.9304, 0.5751, -6.3259], [1.9174, 0.5441, -5.1319], [2.0294, 1.8881, -4.3449], [1.8694, 1.5961, -2.9879], [1.4314, 0.3211, -2.8639], [1.1194, -0.3039, -1.8209], [1.3774, -0.2899, -4.0869], [0.0414, 1.2151, -6.0589], [0.6514, -0.4379, -6.6209], [1.3344, 1.0281, -7.2149], [2.8874, 0.2591, -5.5239], [1.1534, 2.5431, -4.6759], [2.9334, 2.4291, -4.5319], [-2.1546, 2.9901, 5.5091], [-1.7396, 1.6921, 4.6821], [-2.6646, 0.4581, 4.9811], [-3.0586, 0.0011, 3.6861], [-2.5886, 0.8061, 2.7741], [-2.6146, 0.5861, 1.5631], [-1.9276, 1.8491, 3.3011], [-2.2256, 2.7201, 6.4941], [-3.1066, 3.2891, 5.0991], [-1.5126, 3.8531, 5.4261], [-0.7106, 1.2821, 4.7371], [-3.5376, 0.6901, 5.5431], [-2.1806, -0.3389, 5.5361], [-1.9516, -4.4429, 0.7101], [-2.9026, -3.9879, 1.6341], [-3.5426, -2.8529, 1.3771], [-3.2036, -1.9479, 0.3871], [-4.5176, -2.6759, 2.2151], [-5.4266, -1.6679, 1.9111], [-1.9616, -5.5409, 0.8681], [-1.0036, -3.9439, 0.8141], [-2.3286, -4.2969, -0.3339], [-5.8786, -1.8609, 0.9661], [-5.0916, -0.6509, 1.8481], [-6.1846, -1.7549, 2.6961], [-1.4816, 2.8291, -2.2939], [-1.6106, 2.2461, -3.5399], [-2.0076, 1.0541, -3.7449], [-2.1156, 0.1411, -2.6259], [-2.1276, 0.7011, -5.0119], [-2.3216, -0.6979, -5.3049], [-0.4756, 2.7951, -1.8699], [-2.1276, 2.2361, -1.5809], [-1.7696, 3.8451, -2.2739], [-1.5826, -1.3749, -4.8369], [-2.2836, -0.9759, -6.3329], [-3.3256, -1.0239, -4.8039], [3.7124, 4.2651, 2.9091], [2.8694, 3.1291, 2.3051], [1.3304, 3.4501, 2.1951], [0.5814, 2.6491, 1.2351], [0.0194, 2.0251, 0.4791], [4.7284, 3.9801, 3.1071], [3.2294, 4.5961, 3.8931], [3.6774, 5.1351, 2.2731], [2.9784, 2.1691, 2.8941], [3.3784, 2.7811, 1.3641], [1.1734, 4.4851, 1.8871], [0.8534, 3.5321, 3.0991]],
  "e_tot_ha": -2643.56990,
  "relative_energy_kj_mol": 29.1,
  "charge": 1,
  "multiplicity": 1,
  "homo_energy_ev": -12.0
}